A | 3 unconnected molecules or ions with the total composition C3H12N2O2, computed with ωB97M-V/def2-TZVPD.

Structure (XYZ):
```
19
Properties=species:S:1:pos:R:3
C 0.97 0.25 -2.83
C 1.89 0.60 -1.65
N 3.31 -0.40 0.62
C 1.93 -0.14 0.56
N 1.25 0.28 -0.40
H 0.02 0.74 -2.66
H 0.73 -0.82 -2.83
H 1.44 0.56 -3.76
H 2.05 1.68 -1.68
H 2.85 0.11 -1.81
H 3.54 -1.05 1.35
H 3.78 -0.67 -0.23
H 1.52 -0.33 1.55
H -6.20 0.26 2.28
H -6.25 1.38 1.22
O -6.41 1.20 2.15
H -1.56 -0.88 2.30
H -2.86 -1.19 3.02
O -2.00 -1.58 2.80
```

The structure (SMILES) is CC/N=C\N.O.O. Its multiplicity is 1. The value obtained for the LUMO energy is 0.0201 hartree.

=====

B | 4 unconnected molecules or ions with the total composition C3H12N2O2, computed with ωB97M-V/def2-TZVPD.

Structure (XYZ):
```
19
Properties=species:S:1:pos:R:3
C 0.56 1.62 0.63
C 0.02 0.24 0.62
C 0.86 -0.86 0.37
N 0.31 -2.05 0.32
N -1.24 0.05 1.09
H 0.13 2.19 -0.21
H 0.33 2.08 1.58
H 1.64 1.45 0.45
H 1.95 -0.67 0.21
H -0.47 -2.12 -0.39
H 1.01 -2.75 0.12
H -1.91 0.20 0.31
H -1.34 -0.93 1.36
H 3.87 0.41 -0.36
H -1.75 -1.33 -1.30
O 2.99 0.41 0.04
H -1.72 0.26 -1.42
H -2.89 0.80 -2.10
O -2.34 0.99 -1.34
```

Its multiplicity is 1. The value obtained for the LUMO energy is -0.1241 hartree.

=====

Which of them is least stable? Easy: B.

=====

A | 2 unconnected molecules or ions with the total composition C2H4I2O, computed with ωB97M-V/def2-TZVPD.

Structure (XYZ):
```
9
Properties=species:S:1:pos:R:3
C -1.53 0.56 -0.90
C 1.21 -0.43 0.46
O 0.93 -0.31 1.73
I 2.06 1.27 -0.31
I 1.99 -2.20 -0.35
H -2.51 0.84 -0.53
H -0.78 1.23 -0.62
H -1.42 -0.31 -1.52
H 0.04 -0.65 2.05
```

Its multiplicity is 1. The value obtained for the LUMO energy (alpha / beta) is -0.0181 / -0.0070 hartree.

=====

B | 2 unconnected molecules or ions with the total composition C2H4I2O, computed with ωB97M-V/def2-TZVPD.

Structure (XYZ):
```
9
Properties=species:S:1:pos:R:3
C 0.69 0.34 1.37
C 1.17 0.53 0.00
O 1.15 1.46 -0.72
I 2.04 -1.33 -0.62
I -3.33 -0.48 -3.23
H 0.39 1.24 1.87
H -0.28 -0.06 1.27
H 1.25 -0.29 2.08
H -3.07 -1.39 -2.01
```

The structure (SMILES) is CC(=O)I.I. Its multiplicity is 1. The value obtained for the LUMO energy is 0.0183 hartree.

=====

C | A molecular structure, C2H4I2O, computed with ωB97M-V/def2-TZVPD.

Structure (XYZ):
```
9
Properties=species:S:1:pos:R:3
C 0.44 -0.13 -0.50
C -0.78 0.04 0.44
O 1.53 0.62 -0.05
I -1.79 1.91 0.18
I -2.00 -1.59 0.16
H 0.47 -1.18 -0.61
H 0.30 0.39 -1.52
H -0.34 -0.06 1.40
H 2.17 0.00 0.51
```

Its multiplicity is 1. The value obtained for the LUMO energy is 0.0014 hartree.

=====

Which of them is least stable? Easy: A.

=====

A | A single C7H16OSi molecule, computed with ωB97M-V/def2-TZVPD.

Structure (XYZ):
```
25
Properties=species:S:1:pos:R:3
C -0.47 -0.82 -0.15
C -1.81 -0.10 -0.16
C -3.01 -0.83 0.47
C -1.96 1.41 0.10
C 1.73 1.19 1.26
C 1.53 0.79 -1.80
C 2.31 -1.71 0.13
O -1.26 -0.58 -1.34
Si 1.26 -0.12 -0.17
H -0.66 -2.02 0.22
H -3.52 -1.35 -0.27
H -3.53 -0.06 0.96
H -2.55 -1.60 1.09
H -2.92 1.69 -0.29
H -1.23 2.05 -0.24
H -1.71 1.40 1.27
H 1.18 2.11 1.07
H 1.51 0.90 2.41
H 2.72 1.21 0.99
H 2.52 0.77 -1.87
H 1.10 0.28 -2.60
H 1.16 1.82 -1.89
H 2.06 -2.53 -0.55
H 3.40 -1.72 0.21
H 2.16 -2.18 1.14
```

The structure (SMILES) is CC1(C)O[C@H]1[Si](C)(C)C. Its multiplicity is 1. The value obtained for the LUMO energy is 0.0325 hartree.

=====

B | 2 unconnected molecules or ions with the total composition C7H16OSi, computed with ωB97M-V/def2-TZVPD.

Structure (XYZ):
```
25
Properties=species:S:1:pos:R:3
C 0.49 -0.25 1.95
C 1.85 0.11 2.18
C 2.63 0.95 1.21
C 2.24 0.53 3.55
C -2.07 -1.43 -1.28
C -3.65 0.85 -3.33
C -0.84 1.37 -1.92
O 1.42 -1.20 1.94
Si -2.13 0.26 -2.19
H 0.00 -0.06 0.99
H 2.40 2.05 1.18
H 2.48 0.49 0.16
H 3.70 0.78 1.36
H 1.84 1.59 3.61
H 3.25 0.35 3.67
H 1.84 -0.09 4.40
H -1.59 -2.23 -1.70
H -1.56 -1.27 -0.26
H -3.06 -1.70 -1.19
H -3.61 0.60 -4.48
H -4.62 0.50 -3.10
H -3.77 1.93 -3.32
H -0.96 2.36 -2.13
H -0.20 -0.23 2.85
H -0.02 1.11 -1.35
```

The structure (SMILES) is C=[Si](C)C.CC1(C)CO1. Its multiplicity is 1. The value obtained for the LUMO energy is 0.0252 hartree.

=====

Which of them is least stable? Easy: B.

=====

A | A single C8H9NOS molecule, computed with ωB97M-V/def2-TZVPD.

Structure (XYZ):
```
20
Properties=species:S:1:pos:R:3
C -0.82 1.64 2.03
C 0.09 1.21 2.98
C -0.71 1.35 0.68
C 1.00 0.28 2.56
C 0.28 0.44 0.27
C 1.03 -0.12 1.28
C 0.49 -0.09 -1.12
C -0.56 -0.58 -2.04
N 1.53 -1.57 -0.85
O -0.39 -1.87 -2.58
S 2.21 -1.28 0.69
H -1.57 2.32 2.21
H -0.24 1.37 3.97
H -1.38 1.83 -0.12
H 1.54 -0.36 3.25
H 1.29 0.45 -1.66
H -0.74 0.12 -2.94
H -1.51 -0.74 -1.44
H 1.04 -2.40 -0.70
H 0.38 -1.83 -3.12
```

The structure (SMILES) is OC[C@@H]1NSc2ccccc21. Its multiplicity is 1. The value obtained for the LUMO energy is 0.0219 hartree.

=====

B | 2 unconnected molecules or ions with the total composition C8H9NOS, computed with ωB97M-V/def2-TZVPD.

Structure (XYZ):
```
20
Properties=species:S:1:pos:R:3
C -2.90 -0.73 -0.79
C -2.08 -0.16 -1.85
C -2.42 -0.67 0.58
C -0.96 0.62 -1.55
C -1.23 0.01 0.80
C -0.44 0.57 -0.21
C 2.38 -0.08 0.63
C 0.61 1.42 0.10
N 2.35 -0.92 1.67
O 4.74 -0.65 -0.31
S 3.43 -0.01 -0.70
H -3.85 -0.99 -0.90
H -2.53 -0.18 -2.86
H -2.89 -1.18 1.45
H -0.41 1.13 -2.39
H -0.93 0.29 1.75
H 0.90 1.94 1.04
H 1.17 1.80 -0.79
H 2.13 -0.48 2.59
H 2.90 -1.71 1.74
```

Its multiplicity is 1. The value obtained for the LUMO energy (alpha / beta) is -0.0276 / -0.0276 hartree.

=====

Which of them is least stable? Easy: B.